{"formula": "C4H7NO2", "method": "the ωB97M-V functional and the def2-TZVPD basis", "e_tot_ha": -361.8014, "lumo_energy_ev": 0.95, "smiles": "C[C@H]1OC=N[C@@H]1O", "largest_force_ev_per_a": 4.90, "homo_lumo_gap_ev": 10.71, "homo_ev": -9.76, "elements": ["C", "C", "O", "C", "N", "C", "O", "H", "H", "H", "H", "H", "H", "H"], "positions_angstrom": [[1.35, -0.17, -0.56], [0.23, -0.40, 0.39], [0.41, 0.23, 1.64], [-0.69, 0.86, 2.01], [-1.71, 0.89, 1.27], [-1.18, 0.01, -0.10], [-2.04, -1.01, -0.31], [1.56, 0.96, -0.73], [1.01, -0.57, -1.50], [2.30, -0.67, -0.43], [-0.05, -1.40, 0.63], [-0.79, 1.19, 3.03], [-1.22, 0.77, -0.91], [-2.94, -0.62, -0.37]], "mulliken_charge": [-1.2156, 0.2201, -0.3955, -0.0072, -0.5777, 0.0922, -0.5267, 0.2671, 0.3820, 0.3449, 0.3063, 0.4084, 0.3380, 0.3636]}

---

{"formula": "C4H7NO2", "method": "the ωB97M-V functional and the def2-TZVPD basis", "e_tot_ha": -361.8612, "lumo_energy_ev": 0.67, "smiles": "C[C@@H](C=O)C(N)=O", "largest_force_ev_per_a": 0.54, "homo_lumo_gap_ev": 10.56, "homo_ev": -9.89, "elements": ["C", "C", "C", "O", "C", "N", "O", "H", "H", "H", "H", "H", "H", "H"], "positions_angstrom": [[-0.96, -1.10, 0.50], [-0.43, 0.09, -0.31], [-1.13, 1.39, 0.07], [-2.05, 1.45, 0.84], [1.04, 0.36, 0.02], [2.02, -0.35, -0.61], [1.31, 1.18, 0.88], [-0.58, -1.05, 1.53], [-2.05, -1.06, 0.56], [-0.66, -2.05, 0.06], [-0.60, -0.08, -1.38], [-0.73, 2.29, -0.43], [1.88, -0.94, -1.41], [2.96, -0.13, -0.32]], "mulliken_charge": [-1.3204, 0.4405, -0.1434, -0.4843, 0.3224, -0.3787, -0.6065, 0.3196, 0.3549, 0.3497, 0.3702, 0.3209, 0.2033, 0.2517]}

---

{"formula": "C4H7NO2", "method": "the ωB97M-V functional and the def2-TZVPD basis", "e_tot_ha": -361.6393, "lumo_energy_ev": [-0.59, -0.41], "largest_force_ev_per_a": 5.17, "homo_lumo_gap_ev": [8.66, 9.06], "homo_ev": [-9.25, -9.47], "elements": ["C", "C", "C", "N", "C", "O", "O", "H", "H", "H", "H", "H", "H", "H"], "positions_angstrom": [[-1.37, -1.02, 0.87], [-0.08, 0.14, -1.37], [0.29, 1.34, -0.53], [1.39, 0.97, 0.33], [1.91, -0.20, 0.35], [2.68, -0.99, 0.74], [0.70, -0.87, -1.36], [-1.67, -1.34, 1.88], [-0.95, -1.94, 0.44], [-2.23, -0.67, 0.31], [-0.68, 0.37, -2.26], [-0.61, 1.74, -0.04], [0.65, 2.16, -1.16], [-0.02, 0.31, 1.79]], "mulliken_charge": [-1.0813, 0.2219, -0.5417, -0.5139, 0.7207, -0.4293, -0.5043, 0.3709, 0.3136, 0.2911, 0.3720, 0.3264, 0.3436, 0.1103]}

---

{"formula": "C4H7NO2", "method": "the ωB97M-V functional and the def2-TZVPD basis", "e_tot_ha": -361.8294, "lumo_energy_ev": 0.82, "smiles": "NC(=O)C[C@H]1CO1", "largest_force_ev_per_a": 0.35, "homo_lumo_gap_ev": 10.81, "homo_ev": -9.99, "elements": ["N", "C", "O", "C", "C", "C", "O", "H", "H", "H", "H", "H", "H", "H"], "positions_angstrom": [[1.78, 0.71, 1.69], [0.54, 0.46, 1.18], [-0.43, 1.11, 1.53], [0.42, -0.67, 0.17], [-1.00, -0.72, -0.33], [-1.45, 0.23, -1.34], [-1.17, -1.13, -1.68], [1.86, 1.50, 2.32], [2.62, 0.26, 1.38], [0.71, -1.63, 0.63], [1.09, -0.52, -0.69], [-1.73, -1.09, 0.39], [-0.74, 0.97, -1.72], [-2.49, 0.51, -1.39]], "mulliken_charge": [-0.3807, 0.5517, -0.6086, -0.7969, 0.1329, -0.4047, -0.4635, 0.2491, 0.1954, 0.3332, 0.3480, 0.3732, 0.2132, 0.2577]}

---

{"formula": "C4H7NO2", "method": "the ωB97M-V functional and the def2-TZVPD basis", "e_tot_ha": -361.6771, "lumo_energy_ev": 0.52, "largest_force_ev_per_a": 2.63, "homo_lumo_gap_ev": 9.29, "homo_ev": -8.76, "elements": ["O", "C", "C", "C", "N", "C", "O", "H", "H", "H", "H", "H", "H", "H"], "positions_angstrom": [[2.33, -0.26, 0.25], [1.63, 0.32, -0.74], [-0.24, 0.02, -0.23], [-0.54, -1.21, 0.56], [-0.14, 0.04, 1.19], [-1.41, 0.74, -0.85], [-2.22, 1.32, -0.17], [2.02, 0.14, 1.08], [1.56, 1.40, -0.68], [0.86, -0.27, -1.29], [0.19, -2.01, 0.59], [-1.59, -1.52, 0.68], [-0.92, 0.57, 1.56], [-1.51, 0.72, -1.95]], "mulliken_charge": [-0.4369, -0.4735, 0.4740, -0.5295, -0.6810, -0.0423, -0.4989, 0.3255, 0.2830, 0.3680, 0.2575, 0.2989, 0.2976, 0.3577]}

---

{"formula": "C4H7NO2", "method": "the ωB97M-V functional and the def2-TZVPD basis", "e_tot_ha": -361.7201, "lumo_energy_ev": 1.01, "smiles": "ON[C@]12CC[C@H]1O2", "largest_force_ev_per_a": 0.38, "homo_lumo_gap_ev": 10.56, "homo_ev": -9.55, "elements": ["O", "N", "C", "C", "C", "C", "O", "H", "H", "H", "H", "H", "H", "H"], "positions_angstrom": [[1.67, 1.66, -0.69], [1.65, 0.68, 0.35], [0.37, 0.06, 0.38], [-0.05, -1.29, -0.20], [-1.51, -0.74, -0.26], [-0.99, 0.59, 0.29], [-0.40, 0.28, 1.55], [2.50, 1.48, -1.14], [1.74, 1.21, 1.21], [0.14, -2.15, 0.44], [0.37, -1.46, -1.20], [-2.23, -1.23, 0.41], [-1.92, -0.69, -1.27], [-1.34, 1.60, 0.12]], "mulliken_charge": [-0.4036, -0.3826, 0.5305, -0.5480, -0.5044, -0.3335, -0.4824, 0.3263, 0.3219, 0.2607, 0.2740, 0.2611, 0.2790, 0.4009]}

---

{"formula": "C4H7NO2", "method": "the ωB97M-V functional and the def2-TZVPD basis", "e_tot_ha": -361.6583, "lumo_energy_ev": 0.57, "smiles": "O=C[C@H]1C/C1=N/O.[H][H]", "largest_force_ev_per_a": 1.15, "homo_lumo_gap_ev": 10.36, "homo_ev": -9.79, "elements": ["O", "C", "C", "C", "C", "N", "O", "H", "H", "H", "H", "H", "H", "H"], "positions_angstrom": [[1.06, -1.79, 0.06], [0.20, -1.08, -0.41], [0.35, 0.38, -0.50], [-0.91, 1.21, -0.70], [-0.64, 0.62, 0.59], [-1.06, 0.45, 1.77], [-0.26, -0.37, 2.54], [-0.78, -1.46, -0.75], [1.33, 0.84, -0.44], [-0.75, 2.28, -0.69], [-1.69, 0.85, -1.36], [-0.67, -0.28, 3.41], [1.84, -0.56, -2.01], [1.99, -1.09, -1.51]], "mulliken_charge": [-0.5004, -0.1291, 0.0066, -0.4904, 0.3931, -0.5223, -0.3542, 0.3329, 0.3865, 0.2421, 0.2112, 0.3832, 0.0744, -0.0335]}

---

{"formula": "C4H7NO2", "method": "the ωB97M-V functional and the def2-TZVPD basis", "e_tot_ha": -361.6591, "lumo_energy_ev": 0.91, "smiles": "N=C1OO1.C=CC", "largest_force_ev_per_a": 3.16, "homo_lumo_gap_ev": 10.90, "homo_ev": -9.99, "elements": ["N", "C", "O", "O", "H", "C", "C", "C", "H", "H", "H", "H", "H", "H"], "positions_angstrom": [[-1.66, 0.50, 0.98], [-2.24, -0.26, 0.23], [-3.36, -0.92, 0.22], [-2.62, -0.96, -1.02], [-0.80, 0.93, 0.63], [0.56, 0.52, -1.25], [0.94, -0.37, -0.34], [1.78, -0.03, 0.85], [0.66, 1.59, -1.10], [0.06, 0.22, -2.16], [0.70, -1.42, -0.51], [2.80, -0.40, 0.73], [1.83, 1.05, 0.99], [1.35, -0.45, 1.76]], "mulliken_charge": [-0.5412, 0.7380, -0.2395, -0.2503, 0.3208, -0.7617, -0.1350, -1.0004, 0.3149, 0.3000, 0.3172, 0.3380, 0.2768, 0.3224]}

---

{"formula": "C4H7NO2", "method": "the ωB97M-V functional and the def2-TZVPD basis", "e_tot_ha": -361.6504, "lumo_energy_ev": 0.62, "largest_force_ev_per_a": 9.32, "homo_lumo_gap_ev": 9.74, "homo_ev": -9.12, "elements": ["C", "C", "C", "C", "H", "H", "H", "H", "H", "H", "H", "N", "O", "O"], "positions_angstrom": [[-1.02, 0.41, -0.36], [-0.64, -0.89, -0.65], [0.18, -0.21, 0.27], [1.64, 0.40, 0.05], [-2.31, 1.34, 0.88], [-2.16, -0.07, 1.09], [-1.04, 0.96, -1.10], [0.11, -1.07, -1.77], [-0.88, -1.80, -0.22], [0.39, -0.49, 1.69], [3.51, -0.09, -0.05], [-2.17, 0.59, 0.25], [2.58, -0.56, 0.26], [1.81, 1.51, -0.35]], "mulliken_charge": [-0.7686, -0.2860, 0.1938, 0.3472, 0.2554, 0.2822, 0.6231, 0.1879, 0.2919, 0.1802, 0.3825, -0.6969, -0.4615, -0.5313]}

---

{"formula": "C4H7NO2", "method": "the ωB97M-V functional and the def2-TZVPD basis", "e_tot_ha": -361.7168, "lumo_energy_ev": 0.82, "smiles": "OOC1=CCNC1", "largest_force_ev_per_a": 0.33, "homo_lumo_gap_ev": 9.37, "homo_ev": -8.55, "elements": ["O", "O", "C", "C", "C", "N", "C", "H", "H", "H", "H", "H", "H", "H"], "positions_angstrom": [[1.25, 2.23, -1.08], [1.71, 1.17, -0.22], [0.67, 0.29, -0.11], [-0.58, 0.44, -0.54], [-1.35, -0.82, -0.29], [-0.37, -1.78, 0.26], [0.85, -1.03, 0.61], [1.69, 2.98, -0.66], [-0.97, 1.36, -0.95], [-2.18, -0.65, 0.42], [-1.79, -1.21, -1.21], [-0.14, -2.45, -0.46], [1.75, -1.59, 0.34], [0.90, -0.86, 1.70]], "mulliken_charge": [-0.3301, -0.2752, 0.4365, -0.3284, -0.5604, -0.4189, -0.5944, 0.3198, 0.4429, 0.2312, 0.2642, 0.3019, 0.3137, 0.1972]}

---

{"formula": "C4H7NO2", "method": "the ωB97M-V functional and the def2-TZVPD basis", "e_tot_ha": -361.6897, "lumo_energy_ev": 0.70, "largest_force_ev_per_a": 2.20, "homo_lumo_gap_ev": 9.73, "homo_ev": -9.03, "elements": ["C", "N", "C", "C", "O", "C", "O", "H", "H", "H", "H", "H", "H", "H"], "positions_angstrom": [[-2.50, 0.02, -0.04], [-1.37, -0.14, -0.94], [-0.19, 0.02, -0.53], [1.03, -0.31, -1.29], [2.19, 0.48, -0.32], [1.45, 0.90, 0.82], [0.15, 0.38, 0.77], [-3.24, 0.67, -0.52], [-2.98, -0.95, 0.10], [-2.25, 0.44, 0.94], [1.10, 0.17, -2.27], [2.03, -0.75, -0.51], [1.43, 1.99, 0.77], [1.92, 0.55, 1.74]], "mulliken_charge": [-0.7393, -0.5112, 0.7471, -0.6320, -0.3844, -0.0700, -0.3923, 0.2812, 0.2557, 0.2871, 0.1849, 0.5132, 0.2342, 0.2259]}

---

{"formula": "C4H7NO2", "method": "the ωB97M-V functional and the def2-TZVPD basis", "e_tot_ha": -361.7159, "lumo_energy_ev": 0.63, "largest_force_ev_per_a": 1.29, "homo_lumo_gap_ev": 9.38, "homo_ev": -8.75, "elements": ["O", "C", "C", "O", "C", "N", "C", "H", "H", "H", "H", "H", "H", "H"], "positions_angstrom": [[0.17, -2.14, 0.47], [0.14, -0.94, -0.28], [-1.19, -0.24, -0.07], [-1.29, 0.98, -0.78], [-0.36, 1.80, -0.35], [0.46, 1.36, 0.57], [1.18, 0.11, 0.17], [-0.21, -1.92, 1.34], [0.32, -1.25, -1.32], [-2.07, -0.84, -0.33], [-0.51, 0.59, 1.04], [-0.48, 2.83, -0.67], [1.89, 0.38, -0.62], [1.75, -0.26, 1.03]], "mulliken_charge": [-0.5633, 0.2431, -0.7967, -0.2790, 0.0190, -0.6083, -0.4876, 0.3609, 0.3447, 0.2962, 0.4683, 0.4036, 0.3079, 0.2914]}

---

{"formula": "C4H7NO2", "method": "the ωB97M-V functional and the def2-TZVPD basis", "e_tot_ha": -361.8217, "lumo_energy_ev": 0.79, "smiles": "[H]/N=C(\\C)OCC=O", "largest_force_ev_per_a": 0.49, "homo_lumo_gap_ev": 10.42, "homo_ev": -9.62, "elements": ["H", "N", "C", "C", "O", "C", "C", "O", "H", "H", "H", "H", "H", "H"], "positions_angstrom": [[-0.85, 1.77, -1.08], [-0.18, 1.11, -0.70], [-0.75, 0.10, -0.20], [-2.22, -0.20, -0.12], [-0.04, -0.90, 0.35], [1.35, -0.73, 0.62], [2.15, 0.39, -0.07], [2.85, 1.11, 0.59], [-2.55, -0.14, 0.93], [-2.80, 0.51, -0.71], [-2.42, -1.22, -0.46], [1.48, -0.58, 1.70], [1.82, -1.67, 0.33], [2.17, 0.38, -1.17]], "mulliken_charge": [0.2129, -0.6338, 0.7818, -1.0333, -0.3701, -0.4224, 0.1307, -0.4947, 0.2585, 0.3565, 0.2818, 0.2954, 0.2759, 0.3608]}

---

{"formula": "C4H7NO2", "method": "the ωB97M-V functional and the def2-TZVPD basis", "e_tot_ha": -361.7500, "lumo_energy_ev": 0.97, "smiles": "C/C(=N\\O)[C@H]1CO1", "largest_force_ev_per_a": 0.62, "homo_lumo_gap_ev": 10.84, "homo_ev": -9.87, "elements": ["C", "C", "N", "O", "C", "C", "O", "H", "H", "H", "H", "H", "H", "H"], "positions_angstrom": [[-0.29, -0.24, -1.72], [0.11, -0.26, -0.27], [1.30, -0.48, 0.15], [2.18, -0.72, -0.89], [-0.90, -0.02, 0.80], [-0.57, 0.84, 1.94], [-1.43, 1.29, 0.89], [-0.09, -1.21, -2.18], [-1.35, 0.01, -1.83], [0.31, 0.50, -2.26], [3.01, -0.87, -0.43], [-1.64, -0.81, 0.94], [-1.04, 0.67, 2.90], [0.41, 1.31, 1.96]], "mulliken_charge": [-1.1073, 0.5277, -0.4933, -0.3938, 0.0785, -0.3995, -0.4201, 0.3437, 0.3325, 0.3012, 0.3803, 0.3393, 0.2617, 0.2490]}

---

{"formula": "C4H7NO2", "method": "the ωB97M-V functional and the def2-TZVPD basis", "e_tot_ha": -361.8772, "lumo_energy_ev": 0.82, "smiles": "C[C@H]1CNC(=O)O1", "largest_force_ev_per_a": 0.60, "homo_lumo_gap_ev": 10.90, "homo_ev": -10.08, "elements": ["C", "C", "C", "N", "C", "O", "O", "H", "H", "H", "H", "H", "H", "H"], "positions_angstrom": [[1.68, 0.80, -0.42], [0.51, -0.16, -0.34], [-0.19, -0.27, 1.00], [-1.45, -0.82, 0.57], [-1.74, -0.28, -0.67], [-2.79, -0.28, -1.24], [-0.59, 0.27, -1.17], [1.48, 1.76, 0.07], [1.93, 0.99, -1.46], [2.55, 0.33, 0.07], [0.81, -1.15, -0.69], [-0.32, 0.76, 1.37], [0.32, -0.93, 1.71], [-2.21, -1.03, 1.20]], "mulliken_charge": [-1.3473, 0.4657, -0.6189, -0.2193, 0.4848, -0.5796, -0.3655, 0.3291, 0.3475, 0.3695, 0.2560, 0.3126, 0.3250, 0.2402]}

---

{"formula": "C4H7NO2", "method": "the ωB97M-V functional and the def2-TZVPD basis", "e_tot_ha": -361.7031, "lumo_energy_ev": [-0.56, -0.58], "largest_force_ev_per_a": 0.42, "homo_lumo_gap_ev": [7.63, 7.49], "homo_ev": [-8.19, -8.07], "elements": ["O", "C", "C", "N", "C", "C", "O", "H", "H", "H", "H", "H", "H", "H"], "positions_angstrom": [[1.81, 0.18, -1.06], [0.66, 0.14, 0.50], [-0.23, 1.26, 0.09], [-0.69, 0.51, -1.06], [-1.39, -0.60, -0.46], [-0.14, -1.10, 0.29], [0.29, -2.24, 0.38], [2.09, -0.74, -1.15], [1.54, 0.14, 1.15], [-1.00, 1.51, 0.84], [0.32, 2.16, -0.18], [0.92, 0.24, -1.55], [-1.71, -1.35, -1.18], [-2.23, -0.32, 0.20]], "mulliken_charge": [-0.6238, -0.2836, -0.2804, -0.7194, -0.3753, 0.5676, -0.5897, 0.3468, 0.3615, 0.2777, 0.2843, 0.4954, 0.2802, 0.2586]}

---

{"formula": "C4H7NO2", "method": "the ωB97M-V functional and the def2-TZVPD basis", "e_tot_ha": -361.7369, "lumo_energy_ev": 0.69, "smiles": "C/C(=C\\N)C(=O)O", "largest_force_ev_per_a": 9.31, "homo_lumo_gap_ev": 8.62, "homo_ev": -7.93, "elements": ["C", "C", "C", "N", "C", "O", "O", "H", "H", "H", "H", "H", "H", "H"], "positions_angstrom": [[0.16, 1.59, -0.01], [0.12, 0.11, 0.05], [0.76, -0.96, -0.32], [2.05, -0.49, 0.12], [-1.64, -0.39, 0.09], [-2.51, 0.47, 0.06], [-2.03, -1.70, -0.01], [0.63, 1.94, -0.94], [0.70, 2.00, 0.85], [-0.87, 1.95, 0.02], [0.49, -2.00, -0.28], [2.60, -1.04, 0.77], [2.55, 0.26, -0.34], [-3.00, -1.73, -0.06]], "mulliken_charge": [-1.0837, 0.4196, -0.2860, -0.4653, 0.4820, -0.6049, -0.4608, 0.2992, 0.3058, 0.3418, 0.3574, 0.1599, 0.1982, 0.3368]}

---

What energy above the lowest of the compared OMol25 structures with the same formula, charge and spin values result from the calculations? In sequence: 49.9, 12.3, 151.6, 32.3, 127.9, 100.9, 139.7, 139.2, 144.6, 103.0, 119.9, 103.5, 37.1, 82.1, 2.3, 111.6, 90.3 kcal per mole.